No. 1
Below is a structure of composition F8N4O16S8Sn, with properties calculated with wB97M-V/def2-TZVPD.

```
37
Properties=species:S:1:pos:R:3:forces:R:3:mulliken_charge:R:1
Sn -6.828486 18.297292 -25.175334 0.2094 0.1871 -0.1026 1.00
N -4.050706 18.298834 -26.167275 -2.1187 -7.9413 -2.8088 -0.01
S -3.013655 19.263174 -25.854221 3.5184 9.6697 3.1054 0.95
O -2.655335 20.033219 -27.035922 0.8245 -0.5583 1.5820 -0.63
O -2.045492 18.930112 -24.829297 -0.3215 0.3938 -1.2754 -0.62
F -4.013583 20.260330 -25.046042 0.4798 -0.3486 -0.3118 -0.23
S -2.952869 17.185385 -26.921854 -1.3154 -4.0213 -2.4564 0.90
O -2.058584 16.483868 -26.020999 -0.7770 1.2674 -0.9130 -0.58
O -2.516348 17.499927 -28.285124 -0.5712 0.0591 2.6905 -0.57
F -4.027730 15.994438 -27.237194 0.2883 1.2863 0.5278 -0.25
N -8.542694 16.303927 -26.564061 -3.4869 0.1472 1.0058 0.01
S -10.208974 16.073852 -26.536789 -2.3110 0.8254 3.5428 0.98
O -10.613837 14.733909 -26.098046 0.6529 1.9873 -1.4265 -0.61
O -11.049987 16.872444 -27.420468 1.7082 -1.8762 0.5848 -0.54
F -10.341291 16.885721 -25.175107 -0.0457 0.0878 0.1777 -0.26
S -8.305308 15.684290 -27.937633 5.2401 -3.2324 -4.2975 0.93
O -8.440031 16.571951 -29.058234 -0.1377 -0.6201 0.6392 -0.56
O -8.603715 14.265538 -28.113461 -1.0671 1.6889 0.0803 -0.65
F -6.691604 15.477226 -27.720897 -0.5579 0.9828 -0.1956 -0.25
N -8.020104 20.578673 -26.640377 -3.5557 -1.5013 -0.2138 0.08
S -9.610550 20.774517 -27.147736 -3.7854 -3.2548 1.5132 0.97
O -9.959608 20.155304 -28.416834 0.7559 1.5012 1.5039 -0.55
O -10.386826 21.911455 -26.625933 1.8794 -1.5174 -1.4945 -0.63
F -10.069220 19.619460 -26.111300 -0.1253 0.0739 -0.0892 -0.29
S -7.576832 21.875564 -27.252896 6.6786 6.0918 -1.9567 0.86
O -7.702144 23.043059 -26.374621 -0.5215 -1.4573 -2.2252 -0.57
O -7.746264 21.941756 -28.725880 -0.4487 0.5895 2.6943 -0.66
F -5.953623 21.662572 -27.169689 -1.0809 -0.3332 0.0107 -0.27
N -6.762085 20.163919 -22.949479 2.8520 -0.4108 3.4295 -0.11
S -5.562686 20.445620 -21.668363 2.5492 -1.6419 2.9700 0.95
O -6.096778 20.606242 -20.257520 1.3642 -0.8508 -4.4831 -0.59
O -4.326096 21.179734 -22.015431 -3.3211 -0.8327 0.5308 -0.53
F -4.962195 18.942825 -21.730057 -0.9763 0.4345 0.1882 -0.27
S -7.087597 21.678891 -23.021316 -3.4634 5.8093 -3.0923 1.07
O -6.265473 22.429897 -23.950930 -0.4158 -0.8735 1.7496 -0.53
O -7.573381 22.350182 -21.804301 1.3357 -1.2732 -1.4790 -0.68
F -8.445848 21.556599 -23.854014 0.0675 -0.5378 0.2950 -0.25
```
Positions in Å, forces in eV/Å.

Calculated values
- multiplicity = 2
- charge = -3
- <S²> = 0.7528
- frontier orbital gap (alpha / beta) (eV) = 5.7 / 8.7
- electronic energy (eV) = -152967.041
- highest occupied orbital energy (alpha / beta) (hartree) = 0.003 / -0.102

No. 2
Below is a structure of composition C22H24I2O3P2PbTe, with properties calculated with wB97M-V/def2-TZVPD.

```
55
Properties=species:S:1:pos:R:3:forces:R:3:mulliken_charge:R:1
Pb -0.997555 0.897053 -0.111156 -0.3956 -0.0371 0.0691 1.03
C 3.086516 0.853488 5.877686 -0.0151 0.0343 -0.0043 -0.40
C 2.336506 1.774021 5.151076 0.0320 -0.0398 0.0366 -0.68
C 1.775430 1.403083 3.946859 0.0406 0.0389 -0.0807 -0.37
C 1.969403 0.101232 3.463556 0.0261 -0.1034 -0.0095 0.39
C 2.713565 -0.827992 4.207059 -0.1128 -0.0319 -0.0291 -0.25
C 3.277433 -0.440037 5.407126 -0.0134 0.0135 0.0012 -0.72
P 1.287249 -0.335737 1.894064 0.2093 -0.0392 0.1129 0.28
C 1.217964 -2.083080 1.626101 -0.0123 0.0312 -0.0779 0.77
C 1.866991 -2.661769 0.526086 -0.0153 0.0736 -0.0083 -0.41
C 1.789355 -4.027524 0.330675 -0.0219 0.0015 0.0261 -0.70
C 1.048664 -4.812513 1.206661 0.0046 -0.0233 -0.0098 -0.46
C 0.389205 -4.241119 2.289444 0.0037 -0.0370 -0.0007 -0.70
C 0.468121 -2.879981 2.503635 0.0341 0.0684 0.0627 -0.45
C 2.019707 0.526919 0.504636 0.0063 0.0458 0.0112 0.09
C 3.404639 0.723233 0.512221 0.0186 -0.0040 0.0299 -0.45
C 4.010202 1.250297 -0.614727 0.0091 0.0239 -0.0300 -0.66
C 3.241127 1.586080 -1.721621 0.0955 0.0139 0.0062 -0.77
C 1.862528 1.419463 -1.704991 -0.1210 0.0779 -0.0515 -0.21
C 1.218767 0.898244 -0.588998 0.1328 -0.1643 0.1731 0.07
H 3.524722 1.148995 6.820658 0.0143 0.0077 0.0258 0.42
H 2.191909 2.774632 5.530972 -0.0076 0.0354 0.0083 0.42
H 1.193131 2.118477 3.379814 -0.0119 0.0108 -0.0261 0.38
H 2.857901 -1.834724 3.838274 0.0091 -0.0098 -0.0160 0.40
H 3.867218 -1.143486 5.976701 0.0168 -0.0218 0.0167 0.43
H 2.447426 -2.046506 -0.149504 0.0122 0.0132 -0.0122 0.44
H 2.310737 -4.483612 -0.497971 0.0233 -0.0221 -0.0429 0.45
H 0.987034 -5.879981 1.047676 0.0034 -0.0339 -0.0069 0.43
H -0.181423 -4.861722 2.964668 -0.0258 -0.0181 0.0274 0.43
H -0.039918 -2.434354 3.349861 -0.0205 0.0227 0.0118 0.47
H 4.000381 0.453369 1.375379 -0.0016 -0.0076 0.0224 0.48
H 5.080275 1.403350 -0.631595 0.0180 -0.0076 0.0131 0.44
H 3.725485 2.003644 -2.594013 -0.0198 0.0032 -0.0379 0.44
H 1.284725 1.733924 -2.564088 -0.0424 0.0203 -0.0419 0.41
I -0.908213 -1.720626 -1.879098 0.1950 -0.0025 -0.0342 0.25
I -3.337298 -2.678991 -2.283604 -0.1526 -0.0063 0.0041 -0.06
C -0.997791 1.226169 -5.156804 0.0296 -0.0972 -0.0880 -0.60
C -2.452993 0.981290 -4.862325 -0.1859 -0.0457 0.0585 0.07
O -3.030485 2.098269 -4.107692 0.0174 0.2126 0.0952 -0.22
P -2.911457 2.316941 -2.565995 0.1188 -0.0558 -0.2368 -0.01
O -1.546170 1.975909 -2.002233 0.1400 0.0891 -0.0630 -0.26
Te -3.510585 4.643334 -2.384303 -0.0523 0.0280 0.0068 0.22
O -3.897311 1.347956 -1.816488 -0.0107 -0.0080 0.1677 0.13
C -5.341509 1.337048 -2.048844 -0.0234 0.0191 -0.0989 -0.27
C -6.002199 0.718483 -0.845462 -0.0285 0.0343 -0.0499 -1.13
H -0.623696 0.409966 -5.775909 0.0155 -0.0066 -0.0041 0.39
H -0.406246 1.269014 -4.244536 -0.0068 -0.0060 0.0262 -0.13
H -0.867738 2.152951 -5.711089 -0.0047 0.0505 -0.0084 0.34
H -2.631743 0.067811 -4.289435 0.0720 -0.0044 -0.0498 -0.05
H -3.057154 0.950175 -5.767074 0.0684 -0.0505 0.0373 0.30
H -5.506318 0.762889 -2.960792 -0.0609 0.0124 0.0294 0.27
H -5.665905 2.368341 -2.214161 -0.0214 -0.0948 0.0367 0.36
H -5.674571 -0.310049 -0.701531 0.0269 -0.0134 -0.0028 0.25
H -7.081678 0.716841 -0.989144 -0.0261 -0.0140 -0.0185 0.39
H -5.784372 1.290929 0.054322 0.0167 0.0238 0.0235 0.30
```
Positions in Å, forces in eV/Å.

Calculated values
- multiplicity = 1
- charge = +2
- frontier orbital gap (alpha / beta) (eV) = 5.7 / 6.3
- electronic energy (eV) = -76652.541
- highest occupied orbital energy (alpha / beta) (hartree) = -0.519 / -0.507
- ΔE to the lowest compared entry with this formula, charge and spin (eV) = 0.000

No. 3
Below is a structure of composition C22H52BrN2O2P, with properties calculated with wB97M-V/def2-TZVPD.

```
80
Properties=species:S:1:pos:R:3:forces:R:3:mulliken_charge:R:1
Br 0.161558 -0.305906 -1.744234 4.2721 -2.2620 1.3184 -0.44
C -1.793682 -4.117456 -3.609454 0.0843 0.0275 -1.2419 -1.09
C -0.474072 -3.437626 -3.841234 2.9462 -2.0766 2.0698 0.78
O 0.602638 -4.023056 -3.730894 -2.8432 2.4532 -0.9241 -0.45
N -0.467192 -1.904816 -3.844404 -0.1100 -2.3401 -3.9975 0.26
H -1.382372 -1.531466 -4.052134 -0.4959 -0.0913 -0.5837 0.39
H -0.288832 -1.525416 -2.925514 0.2565 -0.4744 1.2542 -0.62
C 0.651388 -1.253556 -4.683754 -1.6621 0.2097 1.0818 -0.76
H -1.708722 -5.166306 -3.893714 0.3003 0.0628 0.0244 0.37
H -2.539302 -3.694126 -4.282464 -0.3937 0.1521 0.4534 0.40
H -2.063832 -4.117496 -2.553464 -0.1050 0.4569 -0.0276 0.27
H 0.523478 -1.402666 -5.755904 0.3962 -0.7354 0.2936 0.38
H 1.525928 -1.581286 -4.121724 0.3648 0.1586 -0.9638 0.42
H 0.425208 -0.201706 -4.508944 0.6454 0.0751 -0.0195 0.17
C -1.728862 2.408134 -4.427174 0.2933 -0.7092 1.4941 -1.09
C -2.388402 1.364884 -3.493404 -4.2158 -0.3155 -2.2479 0.55
O -3.405172 0.704434 -3.809374 4.3543 1.8949 1.8524 -0.50
N -1.792102 1.260054 -2.102664 -5.7237 5.8114 -1.6157 0.46
H -1.176772 0.460844 -2.050404 -0.6088 -1.0931 0.2949 0.11
H -1.236192 2.092234 -1.966454 1.1044 0.0526 -0.5723 0.42
C -2.817272 1.573164 -1.018174 -0.6486 -1.5040 -0.3170 -0.54
H -1.629162 3.387224 -3.958614 -0.3078 0.0430 0.4449 0.37
H -2.193322 2.591774 -5.396014 -0.0028 -0.7419 0.1624 0.37
H -0.692932 2.069444 -4.442204 0.2967 0.0322 -0.7497 0.26
H -3.673682 0.912024 -1.150704 0.1411 -0.0296 0.1595 0.48
H -3.151702 2.610124 -1.049464 0.1601 -0.2404 -0.4433 0.50
H -2.272362 1.404394 -0.089364 -1.1289 -0.0475 -0.5637 -0.16
C 5.108958 -1.257316 -1.497814 -0.4587 -0.8296 -0.2981 -1.39
C 4.195928 -0.064376 -1.466124 -0.2364 0.7442 1.6113 -0.06
C 3.626088 0.079114 -0.053304 -0.6948 -0.6823 1.0152 -1.03
C 2.339898 0.898734 0.015866 0.2656 1.2166 -0.6410 -0.92
P 1.098288 0.427074 1.198856 0.1002 -1.4463 0.5022 0.60
C -0.447612 1.303704 0.985576 0.7736 1.0644 -0.4680 -0.16
C -0.281722 2.849324 1.111716 -0.9920 0.2196 0.4469 -0.87
C -1.508992 3.654794 0.650176 -0.7084 -0.1549 1.6848 -0.58
C -2.852492 3.312324 1.402786 0.4693 -0.2104 -1.2523 -1.32
C 0.875768 -1.447606 1.047226 2.0437 2.1775 0.0739 -0.92
C -0.498962 -1.857116 1.277426 -1.1219 -0.9442 0.3600 -0.95
C -0.595952 -3.400546 1.516186 -1.2474 0.3796 0.2330 -0.33
C -2.008342 -3.698496 2.020096 -0.1771 0.5392 0.5187 -1.22
C 1.620038 0.761744 2.866706 1.1265 0.4314 1.4572 -1.08
C 0.711798 0.463074 4.083716 -0.4751 0.8012 0.4087 -0.66
C 1.043068 1.215654 5.451296 0.5685 -1.3370 -0.5576 -0.48
C 0.041758 0.856724 6.571806 -0.0049 0.7427 -0.2456 -1.29
H 4.456158 -2.126616 -1.418764 -0.0659 -0.2812 0.0042 0.38
H 5.740168 -1.341556 -0.613184 0.4768 0.3322 -0.3729 0.35
H 5.606788 -1.387126 -2.458764 0.4537 0.2010 0.3119 0.39
H 3.298588 -0.263976 -2.051814 0.3166 0.4225 -0.7215 0.02
H 4.682618 0.897104 -1.629814 -0.0403 -0.1092 -0.9509 0.34
H 4.237798 0.573804 0.701146 0.7978 -0.3495 -0.3453 0.44
H 3.459598 -0.935926 0.307366 -0.1202 -0.1391 0.2118 0.41
H 1.769608 0.894544 -0.913034 0.7040 0.1519 0.1865 0.18
H 2.680288 1.928314 0.126226 -0.4588 0.2888 0.3698 0.85
H -1.114882 0.864404 1.727096 -0.2638 0.2408 -0.0419 1.03
H -0.791642 1.082044 -0.024684 0.5307 -0.1983 0.8658 -0.98
H 0.525008 3.287304 0.523936 0.4785 -0.5599 0.1372 0.22
H -0.164442 3.151454 2.152416 0.4722 -0.3043 0.1077 0.37
H -1.576092 3.574544 -0.434794 -0.2515 0.4296 0.0532 0.20
H -1.309182 4.683604 0.949726 0.1683 0.1501 -0.5947 0.51
H -3.679192 3.777814 0.866126 -0.0554 0.2453 0.1366 0.39
H -2.910482 3.632434 2.443106 0.3702 0.0351 -0.1222 0.37
H -3.067602 2.245604 1.339996 -0.0322 0.0064 0.4938 0.38
H 1.534948 -1.773916 1.851656 0.1975 -0.4255 -0.1460 0.86
H 1.240938 -1.739706 0.062626 0.2913 -0.1386 0.3691 0.72
H -1.106952 -1.393886 0.500346 -0.4340 -0.7203 -0.3244 0.14
H -0.856912 -1.354096 2.175726 -0.1314 -0.2849 0.3985 0.37
H 0.112938 -3.618206 2.315056 0.1975 -0.2119 -0.2073 0.39
H -0.464812 -4.074136 0.669316 0.8081 0.4693 -0.2620 0.33
H -2.723792 -3.780776 1.201886 -0.0439 0.1942 0.0227 0.25
H -2.229272 -2.826256 2.635306 -0.7644 -0.1535 0.1222 0.35
H -2.158802 -4.565706 2.663066 0.4371 -0.1408 -0.1950 0.38
H 1.952388 1.795874 2.957366 -0.2301 0.3938 -0.4092 0.65
H 2.577568 0.250954 2.968346 0.1446 -0.3888 0.0616 0.69
H 0.667088 -0.615686 4.233306 -0.2604 0.0259 0.1545 0.36
H -0.270572 0.869194 3.842646 -0.4218 -0.4671 -0.1232 0.19
H 1.057858 2.288084 5.256916 0.0162 0.0229 0.0491 0.38
H 2.043878 0.887314 5.731756 0.1732 0.3046 0.1515 0.36
H 0.093368 1.450114 7.484666 0.6421 0.5299 -0.2431 0.40
H 0.144118 -0.143626 6.992436 -0.3168 -0.2894 -0.7488 0.33
H -0.938822 1.134034 6.184956 -0.3857 -0.7627 0.1150 0.33
```
Positions in Å, forces in eV/Å.

Calculated values
- multiplicity = 1
- charge = +2
- frontier orbital gap (eV) = 10.0
- electronic energy (eV) = -110046.148
- highest occupied orbital energy (hartree) = -0.578

Computed values of M (unit: g/mol) for the preceding records, in sequence: 839.2, 987.0, 487.5.